Entry 1:
DFT (ωB97M-V with the def2-TZVPD basis set) results for an isolated molecule of C5H8O2.

XYZ file:
```
15
Properties=species:S:1:pos:R:3:forces:R:3:mulliken_charge:R:1
C 3.308194 0.978377 0.411324 -0.2418 -0.0775 -0.1870 -0.10
C 2.328883 0.856428 -0.273865 0.5999 -0.5048 0.5075 -0.54
C 1.210729 0.062452 -0.777339 0.0475 -0.1171 -0.1610 -0.21
O 0.068479 0.329929 -0.004836 -0.0676 0.0864 -0.0214 -0.31
C -0.847864 -0.743249 -0.057430 -0.2140 -0.1655 -0.0471 -0.37
C -2.110914 -0.242589 0.610178 0.0396 -0.3571 0.1471 -0.50
O -2.568639 0.925498 -0.028192 0.1005 0.2147 -0.0084 -0.52
H 4.128513 0.845824 1.071793 0.2505 0.5517 -0.0203 0.38
H 1.005151 0.147765 -1.854046 0.0493 0.1698 0.1761 0.34
H 1.552745 -0.961976 -0.572702 -0.2185 -0.0650 -0.2702 0.23
H -1.048492 -1.011362 -1.106375 -0.0368 0.0223 0.1224 0.30
H -0.433478 -1.624865 0.459369 -0.1068 0.1330 -0.0611 0.35
H -2.897359 -0.999985 0.534044 0.0838 0.1203 0.0200 0.34
H -1.904309 -0.063526 1.676989 -0.0542 -0.0012 -0.1536 0.27
H -1.791637 1.501278 -0.088905 -0.2313 -0.0100 -0.0429 0.34
```
Positions in Å, forces in eV/Å.

Output
Spin multiplicity: 1
Molar mass (g mol⁻¹): 100.1
Gap between HOMO and LUMO (eV): 10.9
SMILES: C#CCOCCO
LUMO (hartree): 0.031
Calculated total energy (eV): -9406.496

Entry 2:
DFT (ωB97M-V with the def2-TZVPD basis set) results for a cluster of 2 separate species, C27H56N2O7S in total.

XYZ file:
```
93
Properties=species:S:1:pos:R:3:forces:R:3:mulliken_charge:R:1
C -8.074418 -2.854001 3.794560 -0.0560 0.1071 0.0442 -1.38
C -7.387922 -1.542101 3.440592 0.4225 -0.2804 0.6156 -0.34
C -5.926621 -1.742312 2.994464 -0.7864 -0.0392 -1.0170 -0.64
C -5.500317 -0.760642 1.888027 0.5098 0.4967 0.8351 -0.87
C -4.174796 -0.035176 2.165477 -0.0643 -0.3288 -0.6988 -0.47
C -4.048922 1.220627 1.303880 -0.1624 -0.1595 0.8796 -0.40
C -2.895792 2.129497 1.694550 0.4025 0.0552 -0.8528 -1.16
C -1.508955 1.474644 1.665773 -0.5111 0.0230 0.3578 -0.34
C -1.221301 0.630572 0.423193 0.3176 0.0312 0.1855 -0.81
C 0.209457 0.807650 -0.125974 -0.5757 -0.1115 0.1137 -1.34
C 0.963498 -0.505522 -0.274251 0.5936 -0.1147 0.1957 0.02
C 2.241441 -0.378982 -1.137663 0.0265 -0.0774 0.0164 -1.75
N 2.006423 0.017488 -2.515429 -0.5208 -0.0774 0.1857 -0.40
C 1.181102 -0.911695 -3.302385 0.6358 0.2792 -0.5113 -0.48
C 0.176497 -0.191615 -4.201915 -0.3758 -0.4809 -0.0289 -0.58
C -1.094326 -1.043583 -4.367669 0.4752 0.3244 0.7579 -0.77
C -2.009948 -0.886605 -3.147131 0.2426 0.0683 -0.5290 -0.57
C 3.147606 -1.641046 -1.093209 -0.3698 0.5091 0.0309 0.57
C 4.558098 -1.206951 -0.690229 0.2705 -0.5858 -0.0485 -1.34
C 5.737886 -2.022439 -1.256705 -0.0601 0.3864 0.2127 -0.88
O 5.320279 -2.982946 -2.230588 0.4513 -0.5801 0.0159 -0.16
C 6.319121 -3.899714 -2.525157 1.6650 0.2735 -2.9048 0.67
C 6.516487 -5.027648 -1.552185 0.0888 0.4026 0.1228 -0.98
O 6.981998 -3.796415 -3.570449 -2.0770 -0.1245 2.9098 -0.60
C 2.522648 -2.706320 -0.204103 0.6400 -0.4345 -0.2249 0.51
C 3.273366 -4.025434 -0.118290 -0.4567 -0.2985 0.1174 -1.32
N 3.103125 -4.890847 -1.289118 -0.2060 0.3271 0.1099 -0.54
O 2.395948 -2.258952 1.163335 -0.3171 0.3408 -0.1866 -0.49
S 1.526589 -0.938317 1.385957 -0.0527 0.3523 0.3053 1.52
O 0.427521 -1.267735 2.236240 -0.1564 -0.2818 -0.0911 -0.72
O 2.418909 0.091993 1.828369 0.1873 -0.0131 -0.1026 -0.67
H -7.409587 -3.483414 4.379694 0.0898 -0.1268 0.1032 0.35
H -8.965518 -2.680372 4.391162 -0.1808 -0.0138 0.0355 0.38
H -8.369225 -3.407421 2.907982 0.0225 -0.1256 -0.1667 0.35
H -7.369551 -0.942158 4.348635 -0.1544 0.3660 -0.0199 0.23
H -7.959495 -1.007020 2.691377 -0.0954 0.1234 -0.1732 0.35
H -5.879427 -2.747243 2.581644 0.3360 -0.2679 0.1508 0.35
H -5.273419 -1.670512 3.854414 0.2352 -0.1196 0.1509 0.44
H -5.401925 -1.254677 0.927338 -0.2293 -0.1260 -0.2148 0.34
H -6.261675 0.009591 1.799138 -0.2461 0.0841 -0.1582 0.38
H -3.371708 -0.718949 1.890839 0.2716 -0.0778 0.2419 0.16
H -4.057344 0.188080 3.222696 -0.0917 0.1636 0.2006 0.38
H -3.996753 0.912989 0.264478 0.0413 0.0777 -0.2794 0.14
H -4.969491 1.788755 1.427174 -0.1850 0.1318 -0.1572 0.53
H -2.875698 2.959187 0.984320 -0.0541 0.1663 -0.0500 0.28
H -3.074347 2.575592 2.667623 -0.0536 -0.0239 0.2808 0.47
H -0.766954 2.258734 1.791716 0.1749 0.1457 -0.0966 0.15
H -1.414371 0.843234 2.545131 0.1470 -0.1642 0.1295 0.26
H -1.355423 -0.409280 0.700098 -0.0929 -0.2332 -0.0160 0.27
H -1.943039 0.817110 -0.364644 -0.0907 0.2390 -0.1804 0.59
H 0.787029 1.452433 0.527492 0.1375 0.1771 0.1017 0.42
H 0.146206 1.325620 -1.078273 0.1604 -0.0469 -0.2503 0.43
H 0.317209 -1.314156 -0.600708 -0.2075 -0.0463 -0.0501 0.86
H 2.786703 0.434665 -0.670650 0.1336 0.1931 0.0301 0.71
H 1.531240 0.908384 -2.498427 0.1198 0.1981 -0.1012 0.59
H 0.684173 -1.671427 -2.698699 -0.2002 0.0567 0.2907 0.07
H 1.848823 -1.452029 -3.973037 0.0761 -0.3136 0.0247 0.40
H -0.077774 0.777618 -3.775194 -0.1130 0.1944 -0.0052 0.38
H 0.615700 -0.028888 -5.179620 0.1897 0.2402 -0.1109 0.40
H -0.765446 -2.078112 -4.417409 -0.0726 -0.2463 -0.3441 0.32
H -1.604836 -0.780125 -5.285175 -0.1930 -0.0928 -0.1802 0.43
H -2.617905 -1.772487 -3.006600 -0.2998 -0.0005 0.1175 0.37
H -2.633613 -0.007496 -3.273677 -0.2665 0.0590 0.0769 0.35
H -1.419304 -0.720455 -2.251437 0.1042 -0.1170 0.2413 -0.24
H 3.142224 -2.048538 -2.098704 0.1689 -0.0986 -0.1850 0.49
H 4.600993 -1.211214 0.395707 0.0944 -0.0010 0.2035 0.32
H 4.729217 -0.178086 -0.978197 -0.2116 0.2131 -0.2184 0.57
H 6.288926 -2.497537 -0.447396 -0.0326 -0.2997 0.0981 0.41
H 6.435655 -1.343108 -1.737801 0.1342 0.0984 -0.1494 0.43
H 6.731638 -4.639976 -0.559609 -0.0460 0.1018 0.1550 0.30
H 7.363173 -5.619212 -1.863979 0.1115 -0.1624 -0.1749 0.33
H 5.621721 -5.632267 -1.468783 -0.2836 -0.0480 -0.1062 0.28
H 1.542683 -2.966874 -0.600233 -0.2927 0.0793 0.0714 0.27
H 2.832135 -4.541368 0.730078 0.0831 -0.1537 0.1783 0.61
H 4.314982 -3.872604 0.129379 0.3524 0.1003 -0.1308 0.22
H 2.198031 -5.336443 -1.204721 -0.0139 -0.2133 -0.0199 0.35
H 3.027998 -4.325790 -2.127082 0.3598 0.0071 -0.1588 0.24
C -0.311623 7.326850 1.653032 0.0221 0.0243 0.0692 -0.72
O 0.917769 6.825739 2.145960 -0.0465 -0.0288 -0.1383 -0.40
C 0.965307 5.409495 2.208927 0.1554 0.1283 0.1536 -0.48
C 1.710311 4.813959 1.035154 -0.1610 -0.2271 -0.1169 -0.37
O 1.038345 5.048438 -0.194324 0.0069 0.0851 0.0384 -0.30
C 1.581970 6.125114 -0.937043 0.0008 -0.0537 -0.0304 -0.84
H -0.161414 8.374687 1.398382 0.0206 0.0121 0.0389 0.26
H -0.639595 6.789566 0.760485 -0.0053 -0.0147 -0.0027 0.31
H -1.088638 7.259664 2.422248 -0.0421 -0.0208 -0.0415 0.32
H -0.045093 4.992459 2.267088 -0.0223 -0.0172 -0.0356 0.27
H 1.493057 5.143271 3.129523 -0.0169 -0.0391 -0.0034 0.39
H 1.764943 3.728781 1.170521 0.0431 0.0060 0.0417 0.25
H 2.733285 5.199225 0.995171 0.0051 0.0496 0.0145 0.38
H 2.517591 5.823919 -1.420963 0.0229 0.0503 0.0148 0.30
H 1.766876 6.997931 -0.307520 0.0058 0.0024 0.0113 0.36
H 0.859599 6.392672 -1.706665 -0.0064 -0.0432 -0.0137 0.26
```
Positions in Å, forces in eV/Å.

Output
Spin multiplicity: 1
Molar mass (g mol⁻¹): 552.8
Gap between HOMO and LUMO (eV): 9.7
SMILES: CCCCCCCCCC[C@H]1[C@H](NCCCC)[C@@H](CCOC(C)=O)[C@@H](CN)OS1(=O)=O.COCCOC
LUMO (hartree): 0.016
Calculated total energy (eV): -57053.352

Entry 3:
DFT (ωB97M-V with the def2-TZVPD basis set) results for the ion C3H7F2N2 with charge +1.

XYZ file:
```
14
Properties=species:S:1:pos:R:3:forces:R:3:mulliken_charge:R:1
C -1.230363 0.055696 1.280543 -0.3050 -3.2698 -1.1095 -1.03
C -1.223546 0.045631 -0.197001 0.3868 0.1865 -1.2523 0.71
F -1.909188 1.060365 -0.751231 0.0779 0.9893 0.0858 -0.26
F -1.811006 -1.043985 -0.693950 -0.1764 -1.3784 -0.0582 -0.30
C 0.194075 0.072020 -0.795889 -0.7432 -1.0089 -0.7654 0.54
N 0.711293 -0.982835 -1.406595 2.5135 4.0128 1.1527 -0.34
N 0.872861 1.178299 -0.753468 -3.1808 0.4454 2.5869 -0.31
H -2.226432 -0.416376 1.471115 0.6396 1.2237 0.8501 0.36
H -0.482282 -0.724092 1.510787 -0.2800 0.2827 0.5065 0.33
H -0.881942 0.977064 1.627268 -0.2632 1.4266 1.1430 0.38
H 0.223963 -1.764166 -1.632873 -1.7189 -2.7743 -0.7131 0.22
H 1.698942 -0.840092 -1.681220 -0.9975 -0.9699 -0.1164 0.21
H 0.468909 1.907309 -0.095744 1.5959 -0.6262 -1.6795 0.30
H 1.696297 1.083428 -1.248746 2.4513 1.4606 -0.6307 0.19
```
Positions in Å, forces in eV/Å.

Output
Spin multiplicity: 1
Total charge: +1
Molar mass (g mol⁻¹): 109.1
Gap between HOMO and LUMO (eV): 12.5
SMILES: CC(F)(F)C(N)=[NH2+]
LUMO (hartree): -0.150
Calculated total energy (eV): -11632.873